(1)
A 2-piece molecular cluster, C2H8N3 overall at a distorted geometry, computed with ωB97M-V/def2-TZVPD.

Cartesian coordinates (Å):
C -2.36 -0.50 -0.29
C -1.59 0.61 -0.11
N 1.73 0.33 -0.65
N 2.43 -0.32 0.21
N -0.32 0.49 0.44
H -1.75 -1.34 -0.05
H -3.43 -0.65 -0.56
H -1.67 1.65 -0.40
H 2.94 0.22 0.95
H 2.73 -1.26 0.22
H 0.20 1.32 0.49
H -0.19 -0.26 1.09
H 1.28 -0.29 -1.34

Calculated values
**2S+1**: 1
**Charge**: +1
**HOMO energy (spin up / spin down)**: -13.1617 / -12.5028 eV
**LUMO level (spin up / spin down)**: -5.68 / -6.56 eV
**Largest force on an atom**: 3.18 eV/Å
**Electronic energy**: -244.8791 Ha
**Gap between HOMO and LUMO (spin up / spin down)**: 7.49 / 5.94 eV
**Relative energy (zero: lowest compared OMol25 entry of this formula, charge and spin)**: 494.83 kJ/mol



(2)
One molecule with the formula C3H4N2O2, computed with ωB97M-V/def2-TZVPD.

Cartesian coordinates (Å):
N -0.13 -0.39 1.85
C 0.01 -0.36 0.47
C 0.75 -0.94 -0.48
O 0.74 -0.15 -1.66
C -0.16 0.85 -1.48
O -0.45 1.71 -2.25
N -0.71 0.67 -0.19
H -0.42 0.53 2.16
H 0.70 -0.67 2.36
H 1.38 -1.80 -0.56
H -1.71 0.54 -0.22

Calculated values
**2S+1**: 1
**HOMO energy**: -8.5206 eV
**LUMO level**: 0.67 eV
**Largest force on an atom**: 0.64 eV/Å
**Electronic energy**: -376.6971 Ha
**SMILES**: Nc1coc(=O)[nH]1
**Gap between HOMO and LUMO**: 9.19 eV
**Relative energy (zero: lowest compared OMol25 entry of this formula, charge and spin)**: 175.10 kJ/mol



(3)
One molecule with the formula C6H10O, computed with ωB97M-V/def2-TZVPD.

Cartesian coordinates (Å):
C 0.63 0.37 1.49
C -0.78 0.71 0.99
O -0.63 1.43 -0.24
C -0.38 0.74 -1.33
C -0.80 -0.60 -1.62
C -0.52 -1.74 -0.92
C 1.47 -0.32 0.42
H 0.51 -0.25 2.39
H 1.11 1.31 1.79
H -1.36 -0.20 0.81
H -1.31 1.39 1.66
H -0.03 1.41 -2.11
H 1.06 -0.03 -0.57
H -1.34 -0.55 -2.57
H -1.06 -2.63 -1.26
H 2.48 0.07 0.35
H 1.48 -1.40 0.52

Calculated values
**2S+1**: 1
**HOMO energy (spin up / spin down)**: -7.2089 / -7.2156 eV
**LUMO level (spin up / spin down)**: -0.23 / -0.23 eV
**Largest force on an atom**: 0.94 eV/Å
**Electronic energy**: -309.6583 Ha
**Gap between HOMO and LUMO (spin up / spin down)**: 6.97 / 6.99 eV
**Relative energy (zero: lowest compared OMol25 entry of this formula, charge and spin)**: 483.23 kJ/mol



> Among the records above, which one has the highest electronic energy?

C2H8N3



Please write out number 3 again, unchanged.
One molecule with the formula C6H10O, computed with ωB97M-V/def2-TZVPD.

Cartesian coordinates (Å):
C 0.63 0.37 1.49
C -0.78 0.71 0.99
O -0.63 1.43 -0.24
C -0.38 0.74 -1.33
C -0.80 -0.60 -1.62
C -0.52 -1.74 -0.92
C 1.47 -0.32 0.42
H 0.51 -0.25 2.39
H 1.11 1.31 1.79
H -1.36 -0.20 0.81
H -1.31 1.39 1.66
H -0.03 1.41 -2.11
H 1.06 -0.03 -0.57
H -1.34 -0.55 -2.57
H -1.06 -2.63 -1.26
H 2.48 0.07 0.35
H 1.48 -1.40 0.52

Calculated values
**2S+1**: 1
**HOMO energy (spin up / spin down)**: -7.2089 / -7.2156 eV
**LUMO level (spin up / spin down)**: -0.23 / -0.23 eV
**Largest force on an atom**: 0.94 eV/Å
**Electronic energy**: -309.6583 Ha
**Gap between HOMO and LUMO (spin up / spin down)**: 6.97 / 6.99 eV
**Relative energy (zero: lowest compared OMol25 entry of this formula, charge and spin)**: 483.23 kJ/mol



> What is the formula in the second record?

C3H4N2O2